Formula: C20H15N4O8Rh
Source: the OMol25 dataset
Level of theory: the ωB97M-V functional and the def2-TZVPD basis

Element x y z (Å)
1 Rh -0.61669 -0.00251 0.57944
2 N 1.45718 -0.08429 1.06307
3 C 1.77362 0.38774 2.35246
4 C 0.49901 0.02164 3.43898
5 O 0.89921 0.00627 4.57562
6 O -0.58138 -0.13158 2.85913
7 H 1.76837 -1.04146 0.91985
8 H 1.80408 0.53141 0.22869
9 H 1.78960 1.47532 2.40352
10 H 2.65869 -0.04950 2.80400
11 C -4.75196 -0.98380 0.55229
12 C -5.35301 0.26341 0.64392
13 C -4.56058 1.39797 0.63934
14 C -3.18313 1.27005 0.53993
15 N -2.61914 0.04818 0.42553
16 C -3.37627 -1.05059 0.44483
17 C -2.21047 2.36164 0.54475
18 C -2.54157 3.71043 0.56900
19 C -1.53886 4.66708 0.53785
20 C -0.20531 4.28321 0.47799
21 C 0.14180 2.93964 0.46497
22 C -0.85419 1.97059 0.50683
23 H -5.33379 -1.89312 0.56743
24 H -6.42777 0.34981 0.73024
25 H -5.00298 2.38033 0.71558
26 H -2.85900 -1.99976 0.38026
27 H -3.57851 4.01869 0.60265
28 H -1.79816 5.71723 0.55258
29 H 0.57579 5.03045 0.43077
30 H 1.18578 2.67315 0.37580
31 O -0.74860 -3.95402 -1.06427
32 C -0.23805 -2.90314 -0.73156
33 O -0.61444 -2.10480 0.21324
34 C 1.09267 -2.47673 -1.43459
35 C 1.42852 -1.13255 -1.54608
36 C 2.74235 -0.75997 -1.91619
37 C 3.61961 -1.74604 -2.37502
38 C 3.22833 -3.06451 -2.31145
39 C 1.98633 -3.46419 -1.81044
40 N 4.18112 -4.10010 -2.72294
41 O 3.88933 -5.25890 -2.50256
42 O 5.21101 -3.74098 -3.26072
43 N 3.20454 0.53410 -1.66773
44 O 2.56047 1.25929 -0.76282
45 O 4.23555 0.97693 -2.23346
46 H 0.70247 -0.34620 -1.37028
47 H 4.60669 -1.47365 -2.71476
48 H 1.75168 -4.51220 -1.71571

Atomic forces in eV per Å
0.6893 -0.7507 1.0690
-0.6464 -0.3078 1.1955
0.4636 0.1058 -0.6674
-0.5065 -0.1536 0.5338
0.1298 0.0839 -0.5047
-0.0669 0.0354 -0.2652
-0.0137 0.0171 -0.0870
1.2529 0.5675 -0.7375
-0.1248 -0.0076 0.0842
-0.0736 -0.0736 0.0370
-0.0754 0.1891 -0.0139
0.0984 -0.0960 0.0103
0.0442 0.0774 -0.0325
-0.2139 -0.0637 -0.1114
-0.6070 0.0482 0.1251
-0.1268 -0.2696 -0.0410
0.2086 0.1691 -0.0703
-0.1041 -0.1469 0.0319
0.0609 0.0002 0.0106
0.0274 0.0347 0.0528
0.0679 0.0215 -0.1054
-0.1313 -0.4453 -0.1553
0.0286 -0.0210 -0.0175
0.0004 0.0113 -0.0095
-0.0037 -0.0058 0.0279
0.1294 0.0811 -0.0328
0.0096 0.0312 0.0037
-0.0032 -0.0030 -0.0205
-0.0217 0.0194 0.0123
0.0501 -0.0579 -0.0576
-0.2307 0.4662 0.5739
1.5983 -0.3360 -1.5231
-0.7354 1.0093 0.3993
-0.9893 0.1313 0.5463
0.7248 -0.2438 -0.3798
-0.5727 0.0309 0.4575
0.3413 0.0275 -0.1209
-0.7388 0.2709 0.2444
0.4759 -0.0123 -0.1990
0.3853 -0.2338 -0.2005
-0.0580 0.0821 0.0189
-0.1182 0.0145 0.0621
0.2115 -0.5410 -0.5997
-0.5552 0.2706 0.1000
-0.2514 -0.0217 0.3222
0.0634 -0.0225 0.0039
0.0219 0.0144 0.0217
-0.1150 0.0028 0.0082

Summary:
HOMO energy (alpha / beta): -6.5414 / -9.2607 eV
energy: -1702.33247 hartree
charge: 0
energy above the lowest of the compared OMol25 structures with the same formula, charge and spin: 30.4 kcal/mol
Kohn-Sham gap (alpha / beta): 5.36 / 4.88 eV
multiplicity: 5

Löwdin population analysis, charges in e, atoms 1 to 2:
1. Rh 1.27
2. N -0.05